Record 1
108
Properties=species:S:1:pos:R:3:mulliken_charge:R:1 method="wB97M-V/def2-TZVPD" energy_ev=-52271.8405 charge=0 e_lumo_ha=-0.065 smiles="[H]/N=C/Cc1cc(F)cc2c1C(=O)c1cc(CC(C)C)cc(C/C=N/[H])c1C2=O.CCCCCC.CCCCCC.CCCCCC" orbital_gap_ev=7.06
C -0.525 -2.593 -0.047 -1.12
C -2.115 -2.182 0.101 0.22
C -2.136 -0.670 0.777 -0.47
C -2.925 -2.243 -1.360 -0.61
C -2.694 -0.765 -2.051 0.14
C -3.834 0.419 -2.184 -0.34
C -3.544 1.923 -2.850 0.25
C -4.667 3.124 -2.947 -0.66
C -4.190 4.516 -2.152 0.17
N -4.703 4.826 -0.916 -0.61
C -2.017 2.199 -3.400 0.35
C -0.866 0.991 -3.291 0.25
C -1.154 -0.485 -2.638 -0.67
C 0.665 1.365 -3.854 -0.06
O 1.377 0.504 -4.586 -0.54
C 1.173 2.908 -3.455 -0.13
C 2.737 3.200 -2.946 0.53
C 3.732 1.897 -2.889 -0.20
C 5.299 2.247 -2.514 -0.15
N 5.756 1.831 -1.270 -0.60
C 3.124 4.739 -2.530 -0.49
C 1.971 5.945 -2.615 0.14
F 2.299 7.346 -2.196 -0.29
C 0.412 5.669 -3.136 -0.53
C 0.022 4.117 -3.557 0.32
C -1.505 3.650 -4.054 0.07
O -2.266 4.375 -4.894 -0.50
H 0.184 -1.671 -0.276 0.22
H -0.327 -3.467 -0.803 0.33
H -0.191 -2.982 1.025 0.26
H -2.590 -2.943 0.858 0.34
H -1.777 -0.799 1.907 -0.22
H -1.395 0.084 0.274 0.22
H -3.218 -0.219 0.805 0.33
H -4.040 -2.505 -1.125 0.20
H -2.399 -3.121 -1.963 0.30
H -4.917 0.203 -1.778 0.24
H -4.930 3.312 -4.073 0.31
H -5.639 2.766 -2.377 0.33
H -3.384 5.194 -2.681 0.23
H -4.212 5.718 -0.644 0.27
H -0.304 -1.318 -2.578 0.41
H 3.322 1.192 -2.025 0.25
H 3.761 1.350 -3.938 0.30
H 6.010 2.789 -3.298 0.33
H 6.766 2.101 -1.211 0.23
H 4.206 4.985 -2.137 0.31
H -0.405 6.520 -3.184 0.32
C -8.590 -6.725 -1.458 -1.19
C -8.787 -5.225 -1.299 -0.33
C -9.108 -4.514 -2.615 -0.69
C -8.015 -4.590 -3.687 -0.85
C -6.648 -4.042 -3.267 -0.39
C -6.673 -2.560 -2.928 -0.74
H -7.738 -6.954 -2.105 0.28
H -8.400 -7.184 -0.483 0.37
H -9.484 -7.191 -1.884 0.29
H -7.900 -4.785 -0.831 0.24
H -9.617 -5.056 -0.602 0.35
H -9.335 -3.464 -2.401 0.30
H -10.029 -4.940 -3.033 0.40
H -8.360 -4.041 -4.572 0.37
H -7.891 -5.632 -4.010 0.32
H -5.943 -4.197 -4.093 0.40
H -6.252 -4.607 -2.416 0.23
H -7.025 -1.970 -3.781 0.37
H -5.666 -2.215 -2.671 -0.07
H -7.321 -2.352 -2.072 0.30
C 8.766 3.219 1.047 -1.11
C 10.218 2.846 1.306 -0.39
C 10.698 1.665 0.461 -0.69
C 9.970 0.339 0.708 -0.51
C 10.008 -0.169 2.152 -0.38
C 11.414 -0.470 2.646 -1.19
H 8.086 2.403 1.309 0.29
H 8.488 4.089 1.650 0.39
H 8.611 3.474 -0.006 0.22
H 10.359 2.638 2.373 0.25
H 10.845 3.715 1.077 0.35
H 11.772 1.526 0.629 0.31
H 10.593 1.922 -0.601 0.36
H 10.407 -0.423 0.052 0.38
H 8.921 0.435 0.398 0.16
H 9.414 -1.090 2.212 0.37
H 9.528 0.549 2.825 0.23
H 11.898 -1.220 2.011 0.29
H 11.379 -0.864 3.667 0.37
H 12.039 0.427 2.659 0.28
C -0.668 -2.512 4.636 -0.82
C -1.665 -1.814 5.549 -0.45
C -1.865 -0.336 5.208 -0.51
C -0.619 0.546 5.348 -0.63
C 0.030 0.546 6.735 -0.45
C -0.881 1.090 7.824 -1.19
H 0.332 -2.076 4.722 0.28
H -0.591 -3.570 4.903 0.42
H -0.986 -2.447 3.592 -0.06
H -1.351 -1.929 6.593 0.27
H -2.632 -2.325 5.462 0.35
H -2.667 0.064 5.839 0.35
H -2.229 -0.256 4.176 0.18
H -0.893 1.574 5.084 0.41
H 0.132 0.237 4.609 0.30
H 0.933 1.168 6.695 0.36
H 0.363 -0.462 7.004 0.25
H -1.192 2.115 7.597 0.29
H -0.355 1.102 8.784 0.37
H -1.778 0.476 7.946 0.28

***

Record 2
117
Properties=species:S:1:pos:R:3:mulliken_charge:R:1 method="wB97M-V/def2-TZVPD" relative_energy_ev=0.115 energy_ev=-218214.3347 spin_multiplicity=2 charge=+1 e_lumo_ha="-0.087 / -0.089" orbital_gap_ev="7.75 / 7.88"
Ti -0.839 1.038 -0.355 -1.52
C -2.846 4.013 4.174 -1.03
Si -2.433 2.303 4.798 0.32
C -1.802 2.422 6.555 -1.21
C -3.908 1.162 4.732 -0.84
C -1.020 1.548 3.770 -0.11
C 0.169 1.150 4.362 -0.19
C 1.218 0.594 3.623 -1.45
C 1.048 0.457 2.269 -0.39
N -0.089 0.815 1.660 1.22
C -1.105 1.342 2.375 0.50
S -2.477 1.730 1.367 -0.69
H -3.517 4.514 4.875 0.38
H -3.332 3.979 3.201 0.30
H -1.945 4.623 4.083 0.33
H -2.578 2.864 7.184 0.33
H -0.918 3.057 6.637 0.34
H -1.563 1.442 6.975 0.33
H -4.732 1.578 5.315 0.43
H -3.656 0.187 5.155 0.22
H -4.252 1.011 3.709 0.22
H 0.297 1.277 5.431 0.48
H 2.139 0.285 4.095 0.55
H 1.819 0.041 1.628 0.20
O 0.718 -1.647 -2.070 -0.36
C 0.278 -0.643 -1.508 0.04
N 0.971 0.473 -1.145 2.13
P 2.399 0.952 -1.827 -1.53
N 2.255 1.388 -3.400 0.03
C 2.330 2.782 -3.848 -1.03
C 0.942 3.340 -4.126 0.19
C 0.201 2.467 -5.136 -1.45
C 0.184 1.006 -4.691 0.65
C 1.598 0.522 -4.394 -0.93
N 3.535 -0.204 -1.741 0.38
C 4.322 -0.734 -2.857 -1.07
C 4.077 -2.228 -3.018 0.25
C 4.376 -2.967 -1.716 -1.09
C 3.578 -2.370 -0.559 -0.12
C 3.819 -0.870 -0.467 -0.31
N 2.872 2.214 -0.906 1.21
C 4.286 2.562 -0.731 -0.74
C 4.562 2.878 0.733 -0.67
C 3.642 3.989 1.231 -1.04
C 2.180 3.640 0.971 -0.23
C 1.967 3.296 -0.496 0.04
H 2.931 2.795 -4.764 0.52
H 2.862 3.372 -3.104 0.31
H 1.026 4.365 -4.496 0.54
H 0.384 3.365 -3.189 -0.42
H 0.700 2.541 -6.108 0.44
H -0.819 2.831 -5.274 0.48
H -0.258 0.375 -5.466 0.58
H -0.437 0.909 -3.797 -0.79
H 2.202 0.561 -5.308 0.58
H 1.606 -0.504 -4.036 0.20
H 5.382 -0.554 -2.634 0.42
H 4.075 -0.180 -3.762 0.52
H 4.704 -2.606 -3.828 0.49
H 3.033 -2.388 -3.298 -0.50
H 5.447 -2.893 -1.496 0.35
H 4.148 -4.028 -1.822 0.51
H 3.864 -2.836 0.387 0.55
H 2.513 -2.549 -0.716 -0.36
H 4.870 -0.675 -0.213 0.47
H 3.208 -0.411 0.315 -0.45
H 4.524 3.437 -1.350 0.36
H 4.902 1.733 -1.078 0.34
H 5.608 3.165 0.848 0.44
H 4.402 1.971 1.324 0.22
H 3.890 4.919 0.708 0.34
H 3.807 4.172 2.293 0.46
H 1.531 4.476 1.238 0.55
H 1.884 2.785 1.587 -0.29
H 2.176 4.181 -1.112 0.43
H 0.937 3.004 -0.693 -0.55
C -2.986 -4.374 -2.568 -1.34
Ge -1.217 -3.537 -2.386 1.27
C -0.200 -4.537 -1.056 -1.09
C -0.326 -3.505 -4.120 -0.97
Ge -1.842 -1.369 -1.476 -0.83
C -2.417 -1.607 0.370 1.16
C -1.470 -1.955 1.333 -0.25
C -1.849 -2.172 2.650 -0.66
C -3.185 -2.068 3.005 -0.55
C -4.141 -1.758 2.046 -0.76
C -3.760 -1.522 0.736 -0.78
C -3.075 -0.298 -2.533 1.01
C -3.161 -0.562 -3.900 -0.37
C -4.049 0.142 -4.701 -0.80
C -4.864 1.109 -4.138 -0.69
C -4.797 1.372 -2.776 -0.84
C -3.906 0.675 -1.977 0.16
H -2.872 -5.438 -2.780 0.47
H -3.557 -3.924 -3.380 0.37
H -3.559 -4.272 -1.645 0.40
H 0.202 -5.432 -1.531 0.44
H -0.848 -4.844 -0.236 0.43
H 0.628 -3.949 -0.661 0.18
H -0.410 -4.493 -4.575 0.48
H 0.729 -3.263 -3.992 0.12
H -0.773 -2.780 -4.798 0.30
H -0.425 -2.062 1.054 0.25
H -1.106 -2.430 3.394 0.47
H -3.487 -2.240 4.030 0.49
H -5.185 -1.691 2.325 0.44
H -4.512 -1.263 -0.001 0.36
H -2.530 -1.325 -4.344 0.31
H -4.109 -0.072 -5.760 0.46
H -5.564 1.654 -4.760 0.39
H -5.445 2.120 -2.336 0.47
H -3.865 0.883 -0.917 0.21
C -1.930 3.566 -1.735 -1.21
O -1.305 2.342 -1.475 0.97
H -1.192 4.375 -1.765 0.34
H -2.663 3.789 -0.953 0.24
H -2.441 3.519 -2.701 0.22

***

Record 3
126
Properties=species:S:1:pos:R:3:mulliken_charge:R:1 method="wB97M-V/def2-TZVPD" relative_energy_ev=2.842 energy_ev=-86444.9650 charge=0 e_lumo_ha=0.017 smiles="CCOC(=O)CCC[C@H](OCCCCNCc1ccccc1O)[C@@H](N)CCCCCOC.O=C1OCCO1.O=C1OCCO1.O=C1OCCO1.O=C1OCCO1.O=C1OCCO1" orbital_gap_ev=8.85
C -1.904 3.732 -3.240 -1.10
C -1.491 2.317 -3.798 0.88
O -2.711 1.553 -4.022 -0.41
C -2.481 0.184 -3.921 0.48
O -1.784 -0.437 -4.675 -0.58
C -3.177 -0.528 -2.699 -0.55
C -2.757 0.276 -1.409 -0.50
C -1.251 -0.017 -1.047 -1.06
C -0.886 0.941 0.162 0.41
O -1.088 2.323 -0.157 -0.02
C -1.682 3.063 0.914 -0.73
C -0.631 3.646 1.949 -0.42
C -0.832 3.144 3.444 -0.39
C 0.549 2.744 4.137 -1.21
N 0.701 1.277 4.246 -0.04
C 0.138 0.744 5.511 -0.98
C -0.549 -0.644 5.197 0.32
C -1.252 -0.841 3.930 0.23
C -1.874 -2.111 3.592 -0.04
C -1.803 -3.205 4.553 -0.46
C -1.105 -3.014 5.807 -0.83
C -0.476 -1.750 6.139 0.07
O 0.211 -1.523 7.356 -0.64
C 0.580 0.686 0.687 0.75
N 0.863 -0.750 0.955 -0.18
C 1.693 1.224 -0.316 -0.59
C 3.093 0.797 0.319 0.29
C 4.215 1.873 0.088 -0.92
C 4.939 1.777 -1.305 -0.42
C 5.155 0.322 -1.843 0.74
O 6.466 0.206 -2.467 -0.51
C 6.589 -1.205 -2.762 -0.55
H -1.176 4.089 -2.473 0.21
H -2.879 3.593 -2.692 0.35
H -2.053 4.451 -4.079 0.23
H -0.862 2.373 -4.721 0.31
H -0.871 1.828 -3.009 -0.53
H -2.819 -1.579 -2.581 0.23
H -4.295 -0.546 -2.800 0.40
H -2.949 1.374 -1.545 0.05
H -3.375 -0.021 -0.517 0.43
H -0.547 0.086 -1.908 0.35
H -1.221 -1.067 -0.656 0.32
H -1.589 0.631 0.995 0.10
H -2.513 2.521 1.435 0.38
H -2.162 3.959 0.425 0.25
H -0.753 4.764 1.971 0.60
H 0.399 3.432 1.570 -0.01
H -1.302 3.966 4.046 0.50
H -1.559 2.284 3.473 0.28
H 1.351 3.110 3.441 0.48
H 0.684 3.253 5.131 0.35
H 1.678 0.993 4.216 0.18
H -0.577 1.449 6.009 0.35
H 1.004 0.485 6.187 0.36
H -1.290 0.039 3.253 -0.10
H -2.409 -2.274 2.624 0.44
H -2.271 -4.193 4.339 0.49
H -1.038 -3.839 6.550 0.40
H -0.317 -0.820 7.776 0.34
H 0.740 1.272 1.637 -0.92
H -0.009 -1.152 1.314 0.02
H 1.019 -1.225 0.058 0.43
H 1.618 2.338 -0.329 0.09
H 1.532 0.756 -1.324 0.05
H 2.901 0.769 1.432 0.11
H 3.374 -0.243 0.039 0.12
H 4.911 1.889 0.968 0.36
H 3.696 2.876 0.108 0.34
H 4.467 2.430 -2.107 -0.21
H 5.971 2.214 -1.160 0.44
H 5.111 -0.477 -1.066 -0.25
H 4.393 0.164 -2.663 0.13
H 7.273 -1.381 -3.629 0.32
H 6.896 -1.796 -1.866 0.21
H 5.581 -1.613 -3.064 0.23
C 4.310 -2.488 2.331 -0.21
C 4.957 -3.839 2.471 -0.40
O 5.090 -4.268 1.117 -0.36
C 5.102 -3.153 0.339 0.54
O 5.363 -3.143 -0.823 -0.50
O 4.776 -2.048 1.058 -0.21
H 4.613 -1.796 3.116 0.32
H 3.219 -2.543 2.309 0.14
H 5.950 -3.784 2.923 0.25
H 4.347 -4.538 3.042 0.32
C 4.390 2.404 -6.348 -0.37
C 3.983 3.848 -6.449 -0.35
O 2.967 3.964 -5.461 -0.32
C 3.173 2.976 -4.554 0.62
O 2.599 2.892 -3.514 -0.47
O 4.117 2.096 -4.984 -0.23
H 5.442 2.247 -6.580 0.31
H 3.785 1.753 -6.985 0.28
H 4.798 4.532 -6.199 0.27
H 3.597 4.103 -7.435 0.28
C -2.796 4.437 -7.081 -0.19
C -2.487 3.474 -8.194 -0.33
O -1.221 3.931 -8.665 -0.33
C -0.631 4.612 -7.645 0.65
O 0.500 4.979 -7.648 -0.54
O -1.502 4.815 -6.621 -0.33
H -3.376 3.979 -6.280 0.23
H -3.321 5.330 -7.433 0.31
H -2.383 2.445 -7.840 0.24
H -3.230 3.501 -8.989 0.31
C -4.963 -4.585 -0.546 -0.34
C -4.263 -5.461 0.456 -0.18
O -3.139 -4.668 0.834 -0.32
C -3.455 -3.376 0.588 0.77
O -2.799 -2.444 0.950 -0.81
O -4.609 -3.272 -0.115 -0.32
H -6.043 -4.719 -0.538 0.33
H -4.595 -4.734 -1.564 0.27
H -4.872 -5.656 1.342 0.15
H -3.944 -6.411 0.031 0.31
C -4.595 -5.075 7.208 -0.36
C -6.029 -5.521 7.132 -0.33
O -6.334 -5.368 5.748 -0.32
C -5.161 -5.426 5.066 0.62
O -5.075 -5.498 3.880 -0.53
O -4.097 -5.392 5.911 -0.25
H -4.034 -5.601 7.979 0.32
H -4.498 -3.999 7.370 0.27
H -6.158 -6.571 7.409 0.26
H -6.691 -4.910 7.745 0.29

***

Record 4
120
Properties=species:S:1:pos:R:3:mulliken_charge:R:1 method="wB97M-V/def2-TZVPD" relative_energy_ev=2.857 energy_ev=-105962.2285 charge=0 e_lumo_ha=0.004 orbital_gap_ev=7.68
N -0.625 -1.050 -1.109 1.76
C 0.242 -0.004 -1.479 -0.67
C 0.390 0.747 -0.338 -1.09
C -0.162 0.104 0.718 -1.31
C -0.922 -0.947 0.240 -1.31
H -0.996 -1.680 -1.807 -0.21
H 0.529 0.175 -2.505 0.52
H 1.007 1.631 -0.268 0.96
H -0.029 0.496 1.716 0.81
H -1.563 -1.623 0.787 0.64
N 1.959 3.010 -5.563 0.05
C 2.115 1.665 -5.310 -1.38
C 2.495 1.499 -3.969 -0.38
C 2.525 2.754 -3.399 0.53
C 2.264 3.695 -4.395 -1.04
H 1.943 3.470 -6.462 0.24
H 1.967 0.989 -6.139 0.47
H 2.570 0.514 -3.533 0.79
H 2.675 2.960 -2.350 0.34
H 2.197 4.773 -4.393 0.42
N -1.076 -0.091 -4.649 0.21
C -1.989 -1.022 -4.119 -2.11
C -3.065 -0.356 -3.463 0.02
C -2.849 1.004 -3.667 -0.59
C -1.665 1.086 -4.371 -0.50
H -0.180 -0.303 -5.064 0.29
H -1.805 -2.080 -4.238 0.69
H -3.879 -0.784 -2.897 0.83
H -3.366 1.882 -3.309 0.58
H -1.139 1.984 -4.661 0.42
N -2.438 -4.491 0.170 0.42
C -3.725 -4.864 0.506 -0.87
C -3.791 -4.801 1.940 -0.62
C -2.498 -4.594 2.407 -0.53
C -1.620 -4.391 1.331 -0.36
H -2.094 -4.471 -0.779 0.34
H -4.458 -5.000 -0.275 0.46
H -4.632 -4.930 2.605 0.42
H -2.197 -4.521 3.441 0.67
H -0.580 -4.111 1.252 0.25
N -1.452 2.877 -1.286 0.88
C -1.169 3.920 -2.100 -1.22
C -2.255 4.750 -2.114 -0.69
C -3.200 4.263 -1.280 -0.89
C -2.668 3.110 -0.752 -0.42
H -0.886 2.041 -1.259 -0.06
H -0.270 3.887 -2.698 1.02
H -2.411 5.612 -2.745 0.41
H -4.161 4.737 -1.138 0.43
H -3.102 2.429 -0.033 0.45
N 6.248 -0.467 -1.965 0.00
C 6.521 -1.117 -0.805 -0.55
C 5.630 -0.602 0.104 -0.71
C 4.720 0.289 -0.571 0.30
C 5.236 0.457 -1.871 -0.93
H 6.773 -0.562 -2.822 0.20
H 7.281 -1.878 -0.709 0.41
H 5.539 -0.891 1.141 0.39
H 3.859 0.883 -0.303 0.46
H 4.969 1.146 -2.658 0.47
N -2.160 -0.856 5.601 0.15
C -2.475 0.322 5.001 -0.88
C -2.825 0.059 3.674 -0.56
C -2.848 -1.338 3.518 0.88
C -2.511 -1.857 4.749 -1.34
H -2.009 -1.031 6.585 0.25
H -2.269 1.299 5.413 0.41
H -3.076 0.828 2.959 0.49
H -3.128 -1.987 2.701 0.18
H -2.549 -2.869 5.124 0.41
N 1.710 1.803 4.019 0.07
C 2.778 1.355 3.184 -0.68
C 3.595 0.599 4.014 -0.17
C 3.063 0.589 5.319 -0.92
C 1.870 1.269 5.288 -0.48
H 0.956 2.385 3.684 0.23
H 2.939 1.666 2.162 0.38
H 4.518 0.129 3.709 0.48
H 3.363 0.077 6.222 0.63
H 1.108 1.360 6.049 0.48
C -4.407 -1.274 0.035 0.23
S -5.680 -0.382 -0.965 0.64
O -6.265 -1.510 -1.831 -0.68
C -6.836 0.166 0.369 -0.99
H -3.596 -1.501 -0.657 -0.54
H -4.778 -2.229 0.406 0.40
H -4.048 -0.571 0.787 -0.01
H -7.803 0.398 -0.079 0.36
H -6.426 1.030 0.892 0.32
H -6.945 -0.630 1.107 0.30
C 1.017 -4.606 -1.265 -0.73
S -0.372 -4.600 -2.601 0.26
O -1.472 -3.646 -2.110 -0.72
C 0.611 -3.567 -3.774 -0.70
H 2.020 -4.752 -1.664 0.47
H 0.787 -5.453 -0.618 0.36
H 1.077 -3.622 -0.799 0.03
H -0.051 -3.372 -4.617 0.36
H 1.538 -4.057 -4.074 0.49
H 0.956 -2.685 -3.234 -0.01
C 1.737 -2.168 3.139 -0.27
S 0.893 -3.268 4.401 0.66
O 1.491 -4.672 4.379 -0.71
C 1.371 -2.431 5.978 -0.84
H 1.648 -2.507 2.107 0.17
H 2.800 -2.304 3.338 0.43
H 1.406 -1.133 3.226 -0.27
H 1.043 -3.042 6.818 0.42
H 0.748 -1.536 5.980 0.11
H 2.401 -2.086 6.077 0.30
C 4.262 5.408 -0.455 -0.70
S 2.615 5.511 0.387 0.31
O 2.133 4.111 0.799 -0.49
C 1.578 5.911 -1.122 -0.28
H 4.110 4.869 -1.390 0.08
H 4.805 4.867 0.320 0.34
H 4.720 6.366 -0.700 0.38
H 1.971 5.448 -2.027 -0.17
H 1.587 6.993 -1.250 0.47
H 0.565 5.519 -1.029 0.10